1.
Molecular formula: C41H65CsN5O4PSe
Method: DFT, wB97M-V/def2-TZVPD

Atoms and positions in Å:
Cs  0.15587  -1.62403  -2.40074
C  1.37511  2.42769  5.28489
C  1.37890  3.15197  3.92733
C  2.59394  4.09074  3.86847
C  0.11787  4.01251  3.84916
C  1.44435  2.12805  2.79552
C  0.43500  1.95238  1.85000
C  0.52842  0.98601  0.86036
Se  -0.95782  0.69721  -0.32530
C  -2.00062  -0.44142  0.83178
C  -2.56839  0.09832  1.97250
C  -3.26804  -0.69399  2.87827
C  -3.37541  -2.04850  2.55306
C  -2.83827  -2.64240  1.41771
C  -2.09653  -1.83094  0.47809
O  -1.58012  -2.25842  -0.60562
C  -3.06808  -4.15881  1.25329
C  -2.46237  -4.78198  -0.01226
C  -2.45700  -4.89803  2.45668
C  -4.58001  -4.44460  1.21597
C  -3.87914  -0.15482  4.17182
C  -3.63057  1.34623  4.33108
C  -5.39685  -0.39087  4.18440
C  -3.25723  -0.86650  5.38403
C  1.67045  0.12733  0.70196
O  1.75459  -0.68265  -0.27644
C  2.69556  0.29302  1.71250
C  2.54083  1.27129  2.68585
C  3.97725  -0.56616  1.79238
C  5.21120  0.33137  1.60103
C  4.06192  -1.22666  3.18239
C  4.07811  -1.70346  0.76382
H  1.31462  3.14494  6.11337
H  2.28254  1.83109  5.41432
H  0.52022  1.74892  5.34728
H  2.55978  4.82547  4.68285
H  2.61194  4.62683  2.91575
H  3.52894  3.53182  3.95400
H  0.11647  4.74036  4.66633
H  -0.78581  3.40352  3.93678
H  0.06705  4.55906  2.90334
H  -0.45910  2.56551  1.86920
H  -2.43884  1.15884  2.14649
H  -3.92167  -2.68983  3.24343
H  -1.38231  -4.64856  -0.05338
H  -2.86510  -4.33744  -0.92139
H  -2.68985  -5.85484  -0.00906
H  -1.38217  -4.70712  2.50404
H  -2.61227  -5.97931  2.35808
H  -2.89861  -4.57463  3.40408
H  -5.03881  -3.92266  0.37109
H  -5.08402  -4.11441  2.12933
H  -4.76158  -5.51932  1.09425
H  -4.07021  1.91325  3.50542
H  -2.55965  1.56771  4.36230
H  -4.07909  1.69922  5.26535
H  -5.86614  0.12490  3.34163
H  -5.84279  -0.01878  5.11544
H  -5.63102  -1.45517  4.09573
H  -2.17757  -0.69787  5.40575
H  -3.42419  -1.94592  5.33626
H  -3.68968  -0.49379  6.32078
H  3.33648  1.37897  3.42194
H  5.24113  1.14017  2.33554
H  5.19912  0.78324  0.60462
H  6.13072  -0.25780  1.69976
H  4.08791  -0.49012  3.99052
H  4.96717  -1.84169  3.25467
H  3.19317  -1.87088  3.34327
H  4.09517  -1.33178  -0.25896
H  3.23195  -2.38337  0.83312
H  5.00349  -2.26136  0.96031
O  -2.52497  2.68605  -3.02969
C  -3.22714  1.97769  -4.02629
C  -4.10382  0.88964  -3.45497
C  -5.35889  0.59378  -3.97151
C  -6.08029  -0.44407  -3.40456
C  -5.52927  -1.14412  -2.34782
C  -4.26631  -0.77840  -1.89519
N  -3.57122  0.21981  -2.43953
H  -2.27320  2.05394  -2.33718
H  -2.53826  1.51458  -4.74197
H  -3.83771  2.69622  -4.57410
H  -5.75863  1.17051  -4.79832
H  -7.06289  -0.70024  -3.78371
H  -6.05458  -1.96484  -1.87759
H  -3.78315  -1.30898  -1.08319
N  0.24494  -3.98667  -5.77938
C  0.54481  -3.81234  -4.66350
C  3.43691  2.77347  -5.82452
N  2.62927  1.59380  -5.61195
C  1.56279  1.40705  -6.58436
P  2.69956  0.61158  -4.25496
O  1.43702  -0.14239  -4.13613
N  3.13604  1.68687  -3.06415
C  3.88599  1.26696  -1.87042
C  2.12253  2.70819  -2.75152
N  3.99161  -0.42611  -4.32871
C  3.76608  -1.83349  -4.67174
C  5.30772  0.07039  -4.66674
H  3.99043  2.71108  -6.76920
H  4.14719  2.90162  -5.01180
H  2.80962  3.67503  -5.86847
H  1.97409  1.32367  -7.59623
H  0.86843  2.25815  -6.56983
H  1.00575  0.50284  -6.35353
H  4.54346  0.43411  -2.10644
H  3.21658  0.94267  -1.07317
H  4.49125  2.11037  -1.51900
H  1.56975  2.99164  -3.64864
H  2.61229  3.59763  -2.34837
H  1.40736  2.34488  -2.00854
H  2.72206  -2.11317  -4.53952
H  4.38336  -2.46963  -4.03182
H  4.03402  -2.03051  -5.71783
H  5.44658  1.08546  -4.29418
H  5.48269  0.07097  -5.75289
H  6.06989  -0.56278  -4.20434

Results
**Frontier orbital gap**: 5.35 eV
**Lowest unoccupied orbital energy**: 0.134 hartree
**Strongest force on any atom**: 0.029 hartree/bohr
**Charge**: -2
**Molecular weight**: 934.841 g mol⁻¹
**Relative energy (zero: lowest compared OMol25 entry of this formula, charge and spin)**: 14.7 kcal per mole

=====

2.
Molecular formula: C41H66O25
Method: DFT, wB97M-V/def2-TZVPD

Atoms and positions in Å:
C  -2.56569  2.37482  0.53280
O  -1.96175  1.10490  0.48946
C  -0.63252  1.09901  0.45770
O  0.12769  1.98635  0.68750
O  -0.27972  -0.10158  -0.01420
C  1.09497  -0.31572  -0.39617
H  -2.26907  3.01178  1.36699
H  -3.65843  2.14492  0.53149
H  -2.29701  2.89771  -0.39271
H  1.40965  0.64419  -0.94009
H  1.14401  -1.22698  -0.94276
H  1.77623  -0.32776  0.56079
C  2.50893  0.42916  3.71775
O  3.02418  -0.77000  3.21420
C  3.35664  -1.72461  4.13447
O  3.15573  -1.52697  5.31491
O  3.64757  -2.91766  3.57100
C  3.87844  -3.98026  4.45665
H  2.61453  1.12289  2.90387
H  2.99354  0.83491  4.68487
H  1.45055  0.29449  3.98509
H  3.74654  -4.95550  3.91515
H  3.12285  -3.92053  5.21846
H  4.88837  -3.87534  4.87166
C  5.37482  -1.04891  -3.73999
O  5.73485  -2.30314  -3.17623
C  4.88264  -2.65632  -2.18467
O  4.03303  -1.93006  -1.72500
O  5.14323  -3.91340  -1.81686
C  4.06414  -4.39469  -1.00882
H  4.28064  -0.90327  -3.70817
H  5.80413  -1.18903  -4.66635
H  5.92858  -0.19853  -3.31063
H  4.27905  -5.40684  -0.68377
H  3.18815  -4.40634  -1.61518
H  3.83841  -3.79853  -0.13868
O  -0.21063  2.92435  4.14551
C  -0.18027  3.82288  3.38205
C  0.88567  4.20998  2.48791
C  0.31254  5.19984  1.50202
C  -1.05368  5.64601  2.17423
O  -1.28436  4.65979  3.18771
H  1.54339  4.82043  3.13861
H  1.61958  3.41942  2.07908
H  1.01042  6.05335  1.28219
H  0.16151  4.68209  0.54467
H  -1.07413  6.61881  2.66691
H  -1.79030  5.48966  1.45259
O  -2.00387  4.30251  -2.57247
C  -2.60328  3.39993  -3.07525
C  -3.70552  3.31139  -4.10380
C  -4.12604  1.85784  -4.24046
C  -3.45666  1.22809  -3.04750
O  -2.50276  2.10648  -2.48765
H  -4.50712  3.87316  -3.66844
H  -3.39812  3.96608  -4.91470
H  -5.21511  1.63401  -4.24536
H  -3.65791  1.45260  -5.17759
H  -4.18750  0.98467  -2.26395
H  -2.93735  0.28249  -3.24691
O  -3.99165  -1.78045  -0.99166
C  -4.87671  -1.30375  -0.37960
C  -5.38158  -1.70547  0.96653
C  -6.72865  -1.09978  1.03229
C  -6.57614  0.13043  0.17456
O  -5.67275  -0.37033  -0.87811
H  -5.26124  -2.77369  1.04587
H  -4.73967  -1.25054  1.73683
H  -7.53134  -1.74928  0.53998
H  -7.11421  -0.85267  2.05408
H  -7.57002  0.38475  -0.25384
H  -6.14727  1.00695  0.67375
O  -5.71090  2.14096  2.91985
C  -4.89380  1.58494  3.63817
C  -4.12570  2.29870  4.73845
C  -3.17179  1.26497  5.18671
C  -3.65520  -0.09943  4.60136
O  -4.55488  0.32536  3.49974
H  -3.74161  3.17034  4.22484
H  -4.90507  2.62381  5.48650
H  -2.23555  1.39354  4.78656
H  -3.20974  1.20775  6.32366
H  -2.78810  -0.68622  4.30263
H  -4.25872  -0.71082  5.26847
O  1.22364  -0.11112  -4.31023
C  1.54531  0.94646  -3.89039
C  0.70822  2.12258  -3.69325
C  1.74142  3.26514  -3.43286
C  2.90896  2.47468  -2.78457
O  2.78694  1.20421  -3.39454
H  -0.00389  2.32763  -4.45518
H  0.11194  2.07895  -2.75616
H  2.05492  3.80072  -4.27873
H  1.45857  4.06076  -2.76436
H  3.89953  2.81515  -2.99331
H  2.71884  2.40552  -1.64171
O  -2.97407  -2.55732  3.01570
C  -2.13161  -2.81518  2.25820
C  -2.21022  -3.80873  1.16076
C  -0.86860  -3.75212  0.49552
C  -0.00294  -3.07935  1.56785
O  -0.90086  -2.24706  2.32108
H  -2.45884  -4.77892  1.49089
H  -3.03020  -3.44450  0.49272
H  -0.40616  -4.66950  0.14849
H  -0.87791  -3.02397  -0.33288
H  0.41705  -3.82770  2.23510
H  0.82761  -2.52418  1.12918
O  4.93642  3.36396  1.77061
C  5.02152  2.29060  1.16008
C  5.84898  1.08720  1.40987
C  5.14881  -0.00483  0.52169
C  4.53997  0.84409  -0.53308
O  4.17779  2.10544  0.13183
H  6.85209  1.24375  1.07881
H  5.73041  0.87958  2.46190
H  5.89930  -0.69639  0.04152
H  4.39416  -0.57919  1.07929
H  5.17321  1.05192  -1.41991
H  3.68756  0.41470  -1.04024
O  3.15276  -4.40070  -4.34334
C  1.96431  -4.22642  -4.40261
C  1.04524  -3.32117  -3.64730
C  -0.38900  -3.85535  -3.89328
C  -0.21107  -4.61395  -5.22751
O  1.21843  -4.86401  -5.33265
H  1.35588  -3.33763  -2.60259
H  1.26432  -2.30066  -4.00916
H  -0.69692  -4.57429  -3.08696
H  -1.18295  -3.11960  -3.97486
H  -0.73981  -5.54886  -5.46904
H  -0.35318  -3.94941  -6.11196

Results
**Frontier orbital gap**: 10.31 eV
**Lowest unoccupied orbital energy**: 0.016 hartree
**Strongest force on any atom**: 0.079 hartree/bohr
**Molecular weight**: 958.954 g mol⁻¹
**Relative energy (zero: lowest compared OMol25 entry of this formula, charge and spin)**: 24.6 kcal per mole

=====

3.
Molecular formula: C41H68As3ClN5O11P2SZr
Method: DFT, wB97M-V/def2-TZVPD

Atoms and positions in Å:
Zr  0.00819  0.27006  -0.40581
C  1.02800  3.11172  5.92278
C  0.09624  3.59677  4.83790
C  -1.28555  3.91320  5.35647
O  -0.05959  2.53876  3.82720
P  0.42527  2.61489  2.33550
O  -0.39647  1.66286  1.53872
C  2.18322  2.13357  2.29148
P  2.32078  0.35390  2.04288
O  1.25331  -0.24063  1.15685
O  3.74087  -0.00012  1.54483
C  4.91799  0.87315  1.37128
C  5.00414  1.27985  -0.07823
C  6.11332  0.08991  1.85067
O  2.09087  -0.31361  3.43522
C  3.11837  -0.50116  4.47057
C  3.84878  -1.80223  4.21799
C  2.39740  -0.49200  5.79466
O  0.46977  4.09419  1.86174
C  -0.76531  4.83515  1.43424
C  -0.86260  6.12437  2.21544
C  -0.64416  5.07157  -0.04859
H  1.18202  3.90987  6.65084
H  2.00435  2.82550  5.52247
H  0.59394  2.25448  6.44099
H  0.52539  4.46857  4.35099
H  -1.69194  3.05153  5.89129
H  -1.96618  4.16037  4.53976
H  -1.24141  4.76152  6.04250
H  2.66200  2.39062  3.23868
H  2.65624  2.67293  1.47066
H  4.79168  1.75419  2.00347
H  5.27663  0.42190  -0.69779
H  5.76275  2.05540  -0.19530
H  4.05166  1.66400  -0.44580
H  6.21209  -0.83432  1.27762
H  6.03594  -0.15554  2.91107
H  7.01310  0.68884  1.70262
H  3.81610  0.34303  4.41847
H  3.14173  -2.63473  4.26851
H  4.61044  -1.94687  4.98700
H  4.32934  -1.81475  3.24108
H  1.82050  -1.41150  5.91472
H  1.71576  0.35478  5.85490
H  3.12058  -0.42235  6.60971
H  -1.62543  4.19855  1.65188
H  0.03726  6.72412  2.06216
H  -1.00488  5.95974  3.28059
H  -1.72578  6.68285  1.84973
H  0.26201  5.64400  -0.26403
H  -1.51162  5.64124  -0.38604
H  -0.59502  4.13657  -0.60814
C  -2.89998  0.55214  2.46651
As  -2.18519  -0.67673  1.14804
C  -3.82110  -0.87520  0.12193
C  -2.35024  -2.23724  2.31834
C  -1.83757  -3.61069  1.87726
C  -2.53969  -4.01957  0.57238
C  -0.32033  -3.60970  1.68104
As  0.37105  -2.74546  0.06525
C  0.46747  -4.25524  -1.15032
C  2.22800  -2.95004  0.63379
C  -2.23184  -4.65188  2.94993
As  -1.46323  -4.82614  4.77584
C  -0.86580  -3.03001  5.30572
C  0.31989  -5.53538  4.36124
H  -3.81196  0.12417  2.87123
H  -3.12243  1.51161  2.00213
H  -2.17197  0.71256  3.25861
H  -4.60586  -1.21511  0.79224
H  -3.70081  -1.58131  -0.69517
H  -4.10278  0.09261  -0.29102
H  -3.41786  -2.29838  2.52828
H  -1.85797  -1.93342  3.23728
H  -2.32515  -3.31594  -0.23731
H  -3.62415  -4.04831  0.70770
H  -2.21273  -5.01210  0.25113
H  0.06293  -4.62923  1.67552
H  0.16038  -3.07689  2.50298
H  0.83937  -5.10215  -0.58212
H  1.18063  -4.00289  -1.93383
H  -0.49392  -4.50207  -1.59684
H  2.44943  -4.01026  0.72218
H  2.38223  -2.47601  1.59973
H  2.88203  -2.49056  -0.10299
H  -2.07067  -5.65422  2.53837
H  -3.30921  -4.57718  3.12271
H  -1.72033  -2.37749  5.48371
H  -0.18701  -2.56405  4.59011
H  -0.34302  -3.15986  6.25463
H  0.22511  -6.39149  3.69144
H  0.76643  -5.88656  5.29143
H  0.97932  -4.79455  3.90880
C  4.40348  -2.45298  -10.19057
C  3.92208  -2.25527  -8.77366
O  3.03398  -1.51493  -8.46293
S  4.82099  -3.27263  -7.58576
C  4.04199  -2.72676  -6.09563
C  2.93083  -3.40008  -5.60390
C  2.29834  -2.94472  -4.45803
C  2.76607  -1.80978  -3.79411
C  3.88863  -1.14379  -4.29245
C  4.52498  -1.60275  -5.43423
C  2.08220  -1.29529  -2.63693
C  1.48520  -0.80248  -1.70186
H  4.59197  -1.47706  -10.63615
H  3.60894  -2.93557  -10.76203
H  5.30440  -3.06271  -10.23787
H  2.55590  -4.26888  -6.12948
H  1.42275  -3.45963  -4.08445
H  4.23521  -0.24885  -3.79064
H  5.38990  -1.08178  -5.82699
N  -1.77627  1.68899  -0.59816
C  -2.68550  2.39485  -0.48229
C  -3.79832  3.20830  -0.38161
C  -4.76641  3.01015  -1.41618
N  -5.46583  2.73459  -2.29281
C  -3.91835  4.11731  0.70596
N  -3.93470  4.81743  1.62380
O  1.12684  3.67743  -2.06761
Cl  1.36243  2.29092  -1.91353
O  2.56206  1.86302  -2.52722
O  0.18806  1.50287  -2.33708
O  1.40380  1.95462  -0.43155
N  -2.31920  0.04665  -2.81412
C  -2.59316  -0.49595  -3.99999
C  -1.90112  -1.68606  -4.07085
C  -1.22559  -1.76817  -2.85776
N  -1.48216  -0.71693  -2.07166
H  -2.65395  0.92504  -2.46171
H  -3.26192  -0.00855  -4.69312
H  -1.89217  -2.39527  -4.88243
H  -0.56452  -2.54116  -2.51980

Results
**Frontier orbital gap**: 8.29 eV
**Lowest unoccupied orbital energy**: -0.074 hartree
**Strongest force on any atom**: 0.040 hartree/bohr
**Charge**: +1
**Molecular weight**: 1252.477 g mol⁻¹
**Relative energy (zero: lowest compared OMol25 entry of this formula, charge and spin)**: 45.9 kcal per mole

=====

> Which value of relative energy (zero: lowest compared OMol25 entry of this formula, charge and spin) does entry 2 give?

24.6 kcal per mole